No. 1
24
Properties=species:S:1:pos:R:3:forces:R:3:mulliken_charge:R:1 method="wB97M-V/def2-TZVPD" charge=+2 e_above_lowest_ev=7.431 e_homo_ev="-16.80 / -16.59"
C -1.550 -0.774 0.427 -1.0 1.8 1.0 -0.253
C -0.227 -0.583 -0.127 0.0 2.2 -0.4 -0.563
C 2.607 -0.364 -0.108 -1.1 0.1 0.6 0.790
C -2.682 0.089 -0.142 1.4 -1.9 1.1 0.766
C 4.078 -0.381 -0.325 -3.9 3.9 -3.6 -1.290
C -4.047 -0.094 0.407 0.8 2.3 0.1 -1.328
N 1.881 -1.440 -0.390 4.9 1.2 -0.3 -0.730
N 2.021 0.728 0.499 -1.3 1.6 0.4 0.076
N 2.412 1.960 0.507 1.6 -2.0 -0.8 -0.333
N -2.454 0.930 -1.091 -0.6 -2.2 2.4 -0.224
N 0.621 -1.543 -0.293 -1.7 1.2 0.5 0.496
H -1.468 -0.284 1.474 0.1 -0.8 -1.1 0.322
H -1.954 -1.741 0.589 -0.2 -1.3 0.2 0.575
H 4.533 -0.041 0.491 2.1 1.8 3.3 0.459
H 4.149 0.348 -1.226 0.9 -1.5 1.2 0.351
H 4.312 -1.331 -0.435 1.6 -4.3 -1.4 0.372
H -4.361 -1.029 0.762 0.0 -2.0 -0.4 0.399
H -4.610 0.277 -0.450 -1.3 0.1 0.9 0.379
H -4.141 0.404 1.416 -0.1 0.6 -1.3 0.354
H 3.305 2.352 0.163 -0.3 -1.0 -0.8 0.282
H 2.014 2.672 1.085 -1.3 -0.3 0.9 0.283
H -3.286 1.454 -1.206 -0.2 1.6 -1.8 0.261
H -1.531 0.845 -1.472 0.5 1.2 -0.9 0.261
H 0.378 -2.454 -0.552 -1.1 -2.2 0.1 0.294

---

No. 2
112
Properties=species:S:1:pos:R:3:forces:R:3:mulliken_charge:R:1 method="wB97M-V/def2-TZVPD" charge=0 e_above_lowest_ev=10.526 e_homo_ev=-8.06
C 1.158 3.553 0.277 -1.4 -1.0 -2.2 0.973
O 0.976 2.763 -0.653 0.1 -0.2 -1.1 -0.923
N 1.686 3.145 1.393 1.2 -0.3 1.9 -0.242
N 0.742 4.795 0.258 -0.3 2.4 -0.1 -0.444
H 2.039 2.203 1.302 0.7 0.0 0.8 -0.331
H 2.007 3.909 1.970 0.4 -1.0 0.7 0.239
H 0.197 5.137 -0.520 0.3 0.1 0.2 0.281
H 1.109 5.410 0.971 -0.6 0.3 -0.4 0.138
C -2.142 2.551 2.693 -1.6 -1.4 -3.3 0.495
O -2.566 2.671 1.539 0.7 0.8 -0.7 -0.524
N -1.036 1.981 3.022 5.4 -1.4 1.0 -0.024
N -2.904 2.644 3.723 -3.7 1.8 3.6 -0.308
H -0.779 1.966 3.999 0.1 -0.2 -0.3 0.125
H -0.257 1.773 2.414 -0.4 0.2 -0.2 -0.158
H -2.602 2.380 4.650 -0.4 0.1 -0.3 0.133
H -3.865 2.914 3.570 0.3 -0.2 0.3 0.177
C 2.866 -1.428 -3.947 -0.2 0.8 1.1 0.621
O 3.259 -1.163 -2.833 0.9 0.2 2.3 -0.805
N 2.309 -0.507 -4.705 -1.5 1.8 -2.4 -0.420
N 2.906 -2.631 -4.445 0.4 -3.0 -1.3 -0.404
H 1.685 -0.860 -5.416 0.0 0.3 0.0 0.213
H 2.014 0.371 -4.302 0.3 -0.3 0.1 0.194
H 3.008 -3.407 -3.806 0.2 0.1 -0.2 0.183
H 2.833 -2.803 -5.437 -0.2 -0.1 0.4 0.187
C -5.667 4.533 0.319 -0.2 0.6 -1.0 0.782
O -5.346 4.296 -0.828 0.0 0.1 -0.9 -0.750
N -6.614 5.385 0.663 -2.5 2.4 0.9 -0.424
N -5.091 3.988 1.364 1.9 -1.8 1.7 -0.034
H -6.691 5.636 1.639 -0.1 0.0 -0.3 0.123
H -7.078 6.022 0.032 0.3 -0.5 -0.2 0.272
H -5.318 4.143 2.336 -0.1 0.2 -0.5 0.230
H -4.271 3.443 1.140 0.3 0.0 0.5 -0.088
C 4.056 0.803 0.370 -0.9 -1.1 -2.1 0.241
O 3.191 0.252 1.037 -1.1 -0.3 0.4 -0.968
N 4.253 0.624 -0.922 -0.3 -0.7 -2.4 -0.115
N 4.838 1.663 0.920 3.0 3.1 2.5 -0.271
H 3.738 -0.032 -1.492 -0.6 -0.5 0.2 0.239
H 4.912 1.082 -1.534 0.3 0.3 0.8 0.233
H 5.563 2.126 0.390 0.0 -0.2 0.3 0.176
H 4.943 1.565 1.919 0.1 0.4 -0.2 0.303
C 4.418 -3.173 2.189 -0.9 -0.5 -0.6 0.734
O 3.357 -3.689 2.236 -5.0 -2.0 0.2 -0.765
N 4.610 -1.920 2.015 0.7 4.2 0.1 -0.189
N 5.485 -3.868 2.165 6.0 -3.4 0.1 -0.433
H 5.577 -1.635 2.078 -0.7 1.0 -0.3 0.193
H 3.789 -1.373 1.801 0.7 0.6 0.1 0.001
H 5.488 -4.864 1.998 -0.3 0.3 0.4 0.251
H 6.367 -3.391 2.041 0.0 -0.5 0.0 0.109
C 1.725 -4.859 -1.441 -2.5 -0.6 -0.5 0.603
O 0.801 -4.904 -2.304 1.8 0.6 1.3 -0.663
N 2.848 -5.534 -1.510 3.2 -2.2 -2.0 -0.365
N 1.651 -4.294 -0.246 -2.2 2.5 1.2 -0.181
H 3.573 -5.489 -0.810 -0.4 0.1 -0.2 0.108
H 3.056 -6.072 -2.339 -0.2 0.1 0.2 0.258
H 0.899 -3.624 -0.171 -0.2 0.1 0.3 -0.071
H 2.342 -4.208 0.486 0.3 -0.3 -0.2 0.286
C -3.287 -4.385 -2.789 2.2 2.2 0.3 0.596
O -4.229 -4.304 -3.436 -7.0 0.1 -4.2 -0.640
N -2.438 -3.423 -2.611 3.7 3.8 0.8 -0.078
N -2.867 -5.400 -2.144 0.5 -6.0 2.8 -0.301
H -1.602 -3.802 -2.188 0.5 1.7 -0.2 -0.117
H -2.490 -2.503 -3.023 0.0 -0.6 0.0 0.073
H -3.509 -6.178 -2.207 0.8 -0.4 0.2 0.204
H -1.891 -5.448 -1.891 -0.4 -0.9 0.1 0.177
C -4.984 -0.257 1.659 -4.2 -2.4 3.6 0.684
O -5.628 -1.030 2.368 -0.5 0.5 0.9 -0.768
N -4.058 -0.669 0.935 6.0 -3.2 -4.6 -0.026
N -5.176 1.001 1.491 -1.6 5.7 0.4 -0.024
H -3.781 -0.094 0.152 0.4 -0.6 -0.1 -0.069
H -3.922 -1.669 0.918 0.2 0.2 -0.3 0.095
H -5.831 1.523 2.056 0.1 -0.4 -0.3 0.272
H -4.555 1.524 0.890 -0.3 0.0 0.3 -0.253
C -2.594 -3.637 2.128 -0.5 1.5 6.3 0.352
O -3.364 -4.243 2.837 -1.6 -1.4 0.6 -0.772
N -1.876 -2.649 2.636 1.5 3.1 2.4 -0.107
N -2.325 -3.858 0.941 0.6 -2.4 -7.0 -0.110
H -1.154 -2.116 2.173 -0.2 -0.3 -0.2 -0.115
H -2.122 -2.344 3.567 0.1 -0.2 -0.2 0.130
H -1.594 -3.308 0.514 -0.3 -0.5 -0.7 0.263
H -2.732 -4.744 0.676 0.4 0.2 -1.2 0.151
C -0.065 -0.575 -0.211 -2.2 -1.3 0.5 -0.613
O -0.596 -1.636 -0.031 -1.1 -3.1 0.5 0.184
N -0.483 0.543 0.261 -2.3 4.3 3.6 1.928
N 0.862 -0.344 -1.049 4.8 -0.1 -3.9 0.793
H 0.000 1.400 0.033 -0.3 0.0 -0.2 -0.605
H -1.224 0.611 0.945 0.0 -0.4 -0.2 -0.552
H 1.170 -1.100 -1.643 0.6 0.2 0.3 0.020
H 1.442 0.444 -0.799 0.4 -0.2 -0.9 -0.622
C -3.454 1.707 -2.389 -3.0 0.0 -1.1 0.689
O -4.453 1.466 -3.032 -0.8 -0.9 -0.8 -0.730
N -2.459 0.866 -2.182 2.2 -2.2 0.0 -0.063
N -3.289 2.840 -1.760 2.6 2.4 1.5 -0.164
H -1.693 1.174 -1.600 0.0 -0.8 -0.1 -0.068
H -2.494 -0.056 -2.592 0.1 0.4 0.2 0.049
H -2.315 2.931 -1.507 -0.4 0.9 0.6 -0.133
H -3.957 3.559 -1.523 -0.5 -0.2 -0.3 0.367
C 3.518 4.414 -3.595 3.2 1.5 -2.1 0.688
O 4.024 4.751 -4.636 0.5 0.6 -2.2 -0.702
N 4.009 4.787 -2.467 2.2 2.2 5.7 -0.348
N 2.608 3.545 -3.480 -4.3 -3.7 -0.7 -0.262
H 3.646 4.393 -1.610 0.2 0.1 -0.1 0.116
H 4.903 5.249 -2.391 -0.4 0.1 -0.4 0.210
H 2.453 3.139 -4.391 -1.1 -0.3 0.5 0.120
H 2.109 3.421 -2.611 -0.4 -0.6 -0.5 0.110
C 1.404 -0.941 3.724 -1.1 -2.0 -1.0 0.299
O 0.969 -1.705 4.504 -1.7 -2.4 3.9 -0.685
N 1.786 0.252 3.962 1.8 6.4 1.6 -0.253
N 1.491 -1.292 2.466 0.6 -1.7 -3.2 0.813
H 1.651 0.607 4.898 0.4 -0.2 -0.1 0.266
H 2.619 0.517 3.455 -0.2 0.5 0.2 0.172
H 1.982 -0.705 1.806 -0.3 -0.2 0.1 0.095
H 1.799 -2.251 2.535 -0.2 -0.6 -1.2 0.062

---

No. 3
72
Properties=species:S:1:pos:R:3:forces:R:3:mulliken_charge:R:1 method="wB97M-V/def2-TZVPD" spin_multiplicity=2 charge=-1 e_homo_ev="0.10 / -8.06"
C -3.985 0.034 -9.732 -0.5 -1.0 -1.1 -0.077
C -4.285 1.460 -10.059 0.0 -0.7 -1.6 -0.199
O -4.918 1.941 -8.884 0.5 0.4 0.5 -0.266
C -5.377 0.857 -8.194 -2.3 1.0 2.2 0.117
O -6.152 0.912 -7.246 1.9 0.1 -2.0 -0.490
O -4.927 -0.256 -8.723 0.5 -1.1 0.8 -0.089
H -2.934 -0.122 -9.485 -0.2 -0.2 0.7 0.302
H -4.263 -0.649 -10.535 0.3 0.1 -0.3 -0.040
H -4.996 1.527 -10.882 -0.1 0.1 0.0 0.226
H -3.335 1.829 -10.445 -0.2 1.4 0.8 0.346
C -4.437 -0.190 -16.755 -2.5 0.0 0.1 -0.071
C -5.688 0.593 -16.248 0.5 0.3 -1.7 -0.640
O -5.256 1.155 -15.041 1.9 -0.2 1.4 -0.107
C -3.839 1.222 -15.044 -1.4 1.3 0.2 0.568
O -3.210 1.864 -14.222 -1.1 -2.1 -2.3 -0.504
O -3.407 0.590 -16.196 1.1 0.5 1.3 -0.314
H -4.483 -0.242 -17.842 0.7 0.6 0.0 0.359
H -4.422 -1.234 -16.441 0.3 0.1 0.5 0.017
H -6.669 0.117 -16.274 0.4 -0.7 1.0 0.246
H -5.865 1.453 -16.893 0.2 0.1 -0.5 0.390
C -9.121 -7.907 -10.220 -0.1 0.6 -0.7 -0.379
C -9.457 -6.535 -10.630 -3.7 1.0 0.0 -0.699
O -8.493 -6.155 -11.538 0.8 1.3 -1.4 0.080
C -7.423 -6.907 -11.326 3.4 0.7 -1.5 0.482
O -6.281 -6.838 -11.784 -3.0 0.4 0.6 -0.508
O -7.743 -7.820 -10.465 1.5 -3.5 2.7 -0.293
H -9.544 -8.571 -10.974 -0.1 -0.6 0.5 0.289
H -9.463 -8.072 -9.198 0.7 -0.6 -0.1 0.318
H -9.620 -5.806 -9.835 0.6 0.1 0.1 0.367
H -10.419 -6.635 -11.134 -0.1 0.7 -0.3 0.299
C -8.608 -0.440 -13.651 -0.6 0.0 1.5 -0.944
C -9.886 -1.145 -13.207 0.4 -0.4 0.1 -0.888
O -9.486 -2.485 -12.817 1.2 0.3 -0.9 0.671
C -8.179 -2.695 -13.230 -0.3 -0.6 -1.0 -1.097
O -7.695 -3.808 -13.382 -0.4 2.5 0.5 -0.212
O -7.663 -1.507 -13.822 -0.6 -0.9 0.0 0.383
H -8.259 0.224 -12.861 0.3 -0.1 0.2 0.190
H -8.851 0.225 -14.480 0.7 -0.6 -0.7 0.334
H -10.546 -1.187 -14.074 -0.4 -0.3 0.4 0.390
H -10.336 -0.720 -12.310 -0.2 0.3 -0.2 0.506
C -4.436 -3.374 -12.571 -0.6 0.2 -1.6 0.383
C -4.437 -2.481 -13.818 -3.3 0.2 1.1 -0.012
O -3.585 -3.122 -14.687 0.7 1.4 -3.0 -0.342
C -2.754 -3.889 -14.064 2.1 -2.7 -1.3 0.647
O -1.847 -4.555 -14.596 -1.9 1.9 1.6 -0.658
O -3.135 -3.954 -12.821 1.0 -1.2 3.6 -0.320
H -5.197 -4.154 -12.570 0.1 -0.2 -0.4 0.024
H -4.651 -2.833 -11.649 1.2 0.1 0.2 0.252
H -4.221 -1.448 -13.544 0.7 0.1 -0.4 0.007
H -5.403 -2.505 -14.323 -0.1 0.3 0.3 -0.028
C 0.860 -7.000 -11.960 -0.3 -0.8 -1.6 -0.089
C 0.734 -5.657 -12.558 -1.8 1.7 -0.4 0.248
O 0.981 -4.766 -11.487 1.0 0.6 2.2 -0.334
C 1.417 -5.464 -10.413 0.5 0.9 3.4 0.642
O 1.615 -5.070 -9.234 -0.7 -1.2 -5.0 -0.588
O 1.597 -6.761 -10.795 0.4 -0.4 1.0 -0.345
H 1.315 -7.605 -12.744 0.8 -0.5 0.7 0.300
H -0.116 -7.460 -11.802 0.0 0.1 0.7 0.124
H -0.315 -5.425 -12.742 0.2 -0.2 -1.2 -0.221
H 1.398 -5.415 -13.388 -0.1 -0.1 0.0 0.288
C -3.032 -7.363 -12.783 -0.5 1.6 -0.4 -0.353
O -3.750 -8.550 -12.806 -1.3 -2.9 -0.1 -0.359
C -4.712 -8.862 -13.723 1.9 -0.9 2.2 0.764
O -4.962 -8.166 -14.640 -1.1 0.2 -1.3 -0.535
O -5.192 -10.151 -13.403 0.5 3.1 -0.3 -0.332
C -6.282 -10.616 -14.191 0.3 -0.4 -0.5 -0.735
H -3.724 -6.523 -12.712 0.0 0.1 0.4 0.093
H -2.465 -7.121 -13.682 0.3 -0.6 -0.1 0.385
H -2.419 -7.428 -11.884 0.0 0.2 -0.2 0.142
H -6.829 -9.916 -14.823 0.4 0.7 0.4 0.342
H -6.992 -11.063 -13.495 0.2 -0.3 -0.2 0.251
H -5.814 -11.305 -14.894 -0.5 -0.5 0.1 0.292

---

No. 4
29
Properties=species:S:1:pos:R:3:forces:R:3:mulliken_charge:R:1 method="wB97M-V/def2-TZVPD" charge=0 e_above_lowest_ev=1.624 smiles=CC[Si](CC)(CC)[SiH2][SiH3] e_homo_ev=-9.53
C -0.906 -2.749 1.043 1.3 0.2 -0.1 -0.945
C -0.877 -1.245 1.435 0.9 0.7 -0.2 -0.541
Si -0.284 0.160 0.119 -2.1 0.9 0.6 0.078
C -0.516 1.713 1.263 1.5 0.9 0.9 -0.469
C 0.141 3.102 0.848 -0.7 -1.8 -1.8 -1.399
C -1.813 0.497 -1.084 -0.8 -0.7 0.7 -0.544
C -1.798 -0.370 -2.331 1.7 -2.3 -0.2 -1.104
Si 1.962 0.265 -1.152 -0.9 0.8 1.1 0.391
Si 3.542 -1.055 -0.155 -0.8 -0.9 1.0 0.404
H -0.425 -3.451 1.814 -1.5 0.9 -0.7 0.282
H -1.966 -2.889 0.746 0.8 -0.9 0.3 0.297
H -0.247 -2.942 0.167 -0.6 0.2 0.2 0.218
H -0.136 -0.938 2.207 -0.4 -0.8 -0.1 0.303
H -1.886 -1.036 1.888 1.0 0.5 -0.6 0.394
H -1.623 1.840 1.343 0.8 -0.1 0.1 0.292
H -0.087 1.624 2.344 -0.9 -0.5 -1.8 0.327
H -0.257 3.663 -0.019 -0.2 -0.6 0.5 0.280
H 0.100 3.667 1.694 -0.7 2.1 2.2 0.482
H 1.198 3.070 0.712 0.9 -0.7 -0.5 0.356
H -2.812 0.294 -0.537 1.6 -0.1 -0.3 0.331
H -2.015 1.532 -1.368 0.8 0.3 0.0 0.474
H -2.563 -0.073 -3.029 -0.1 -0.1 -0.5 0.356
H -0.773 -0.513 -2.828 -1.3 1.2 0.3 0.178
H -1.906 -1.470 -2.090 -0.6 1.0 0.1 0.265
H 2.475 1.695 -1.057 -0.5 -0.5 -0.3 -0.148
H 1.864 -0.209 -2.544 -0.1 0.1 -0.1 -0.156
H 4.936 -0.742 -0.156 1.1 0.1 -1.2 -0.163
H 3.071 -2.414 -0.601 0.6 0.2 0.1 -0.109
H 3.601 -1.027 1.326 -0.9 -0.1 0.2 -0.129

---

Record order is preserved below.
M: 155.20 840.78 618.45 176.48 g mol⁻¹